1.
The following is a DFT calculation (ωB97M-V/def2-TZVPD) of the molecule C6H11N in a non-equilibrium geometry.

F_max (Eh/bohr): 0.075
SMILES: C=C/C(C)=C(\C)N
ΔE to the lowest compared entry with this formula, charge and spin (eV): 2.304
2S+1: 1

CARTESIAN COORDINATES (ANGSTROEM)
H: 0.1248 1.7166 2.1784
H: 2.6261 -0.7215 -0.3286
N: -1.5974 0.7679 -1.4193
C: 1.0647 -0.4278 1.2810
H: 0.0585 -0.7105 -2.6627
H: 0.6724 -1.5535 -1.1159
H: -1.3323 0.7364 2.2227
C: -0.6350 1.2538 1.4758
H: 0.7146 -0.6668 2.2635
C: 2.2272 -0.9416 0.7775
C: -0.5365 0.0922 -0.7672
H: -1.0665 -1.8043 -1.8566
H: -1.0319 2.1479 1.0203
H: -1.8523 1.6967 -1.0368
C: 0.0098 0.2930 0.4862
C: -0.1807 -1.0475 -1.6354
H: -2.3501 0.1841 -1.6773
H: 2.9211 -1.7326 1.2214

***

2.
The following is a DFT calculation (ωB97M-V/def2-TZVPD) of the molecule C4H4N2O in a non-equilibrium geometry.

F_max (Eh/bohr): 0.046
SMILES: N#CCOCC#N
ΔE to the lowest compared entry with this formula, charge and spin (eV): 2.675
2S+1: 1

CARTESIAN COORDINATES (ANGSTROEM)
C: 1.6060 -0.3594 0.7418
N: 2.6208 -0.9191 0.7438
N: -1.8286 2.0683 0.4619
H: -0.8543 -0.8695 1.0818
O: -0.1863 -0.5946 -0.8552
C: -1.1904 -0.4634 0.1134
C: -1.5772 0.9483 0.3090
H: 1.6797 -0.1010 -1.3408
H: 0.8130 1.2018 -0.4474
C: 0.9575 0.1259 -0.5522
H: -2.0402 -1.0372 -0.2561

***

3.
The following is a DFT calculation (ωB97M-V/def2-TZVPD) of a cluster of 2 separate species, C4H10O2 in total in a non-equilibrium geometry.

F_max (Eh/bohr): 0.024
SMILES: O=CO.CCC
ΔE to the lowest compared entry with this formula, charge and spin (eV): 0.893
2S+1: 1

CARTESIAN COORDINATES (ANGSTROEM)
O: -4.3606 -2.0362 -0.2635
H: 2.0789 -0.1090 -1.8991
H: 0.5771 2.8554 0.8045
C: 1.9074 0.0395 -0.8314
O: -2.8666 -3.3471 0.8649
H: 1.2087 -0.7271 -0.5232
H: 0.3588 1.4485 -1.2698
H: 2.2642 2.4062 0.9473
H: 2.8864 -0.0527 -0.3581
H: 1.8970 2.1043 -1.3553
C: 1.2990 1.4479 -0.7193
H: -2.6474 -1.3944 0.6741
H: 0.9999 1.2910 1.4455
C: 1.2813 2.0257 0.6826
H: -3.5163 -3.7902 1.4344
C: -3.3678 -2.1618 0.3665